#i
{
  "formula": "C4H14N3O",
  "method": "ωB97M-V/def2-TZVPD",
  "species": ["N", "C", "C", "N", "H", "H", "H", "H", "H", "H", "H", "H", "H", "C", "C", "N", "O", "H", "H", "H", "H", "H"],
  "xyz": [[-0.28, 0.17, -1.10], [0.16, -1.09, -1.81], [1.70, -1.17, -1.89], [2.03, -2.34, -2.65], [-0.08, 0.22, -0.07], [0.16, 1.01, -1.51], [-1.28, 0.32, -1.19], [-0.22, -1.97, -1.25], [-0.23, -1.10, -2.85], [2.02, -0.21, -2.36], [2.09, -1.24, -0.86], [3.03, -2.41, -2.51], [1.66, -3.17, -2.20], [-1.14, 2.49, 2.14], [-0.83, 1.04, 2.23], [-1.50, 0.34, 3.20], [-0.02, 0.42, 1.49], [-2.11, 2.79, 2.60], [-1.10, 2.81, 1.07], [-0.34, 3.06, 2.67], [-2.37, 0.69, 3.61], [-1.36, -0.67, 3.25]],
  "charge": 1
}



#ii
{
  "formula": "C4H14N3O",
  "method": "ωB97M-V/def2-TZVPD",
  "species": ["C", "C", "C", "N", "N", "N", "H", "H", "H", "H", "H", "H", "H", "H", "H", "H", "C", "O", "H", "H", "H", "H"],
  "xyz": [[1.40, -0.79, 0.61], [1.49, -1.32, 2.06], [-0.07, 1.22, 0.77], [0.09, -0.09, 0.47], [0.84, 2.13, 0.95], [-1.37, 1.63, 1.05], [2.25, -0.25, 0.09], [1.42, -1.77, 0.01], [2.07, -0.57, 2.71], [2.03, -2.21, 2.17], [-0.68, -0.66, 0.76], [1.84, 1.83, 1.00], [0.73, 3.09, 1.10], [-2.16, 1.24, 0.62], [-1.56, 2.55, 0.99], [0.64, -1.50, 2.63], [-1.24, -0.47, -3.14], [-1.69, -1.49, -2.26], [-2.62, -1.69, -2.57], [-0.34, -0.11, -2.70], [-1.02, -0.99, -3.97], [-2.06, 0.25, -3.34]],
  "charge": 1
}



Of them, the most stable is #i and the least stable is #ii.



#i
{
  "formula": "C5H35N2O12",
  "method": "ωB97M-V/def2-TZVPD",
  "species": ["C", "N", "C", "C", "C", "N", "C", "O", "H", "H", "H", "H", "H", "H", "H", "H", "H", "H", "H", "H", "H", "H", "H", "O", "H", "H", "O", "H", "H", "O", "H", "H", "O", "H", "H", "O", "H", "H", "O", "H", "H", "O", "H", "H", "O", "H", "H", "O", "H", "H", "O", "H", "H", "O"],
  "xyz": [[-0.64, 0.53, 0.06], [-1.08, 0.15, 1.40], [-1.18, 1.30, 2.29], [-0.69, -0.63, -0.94], [-0.61, -0.02, -2.34], [0.34, -1.60, -0.59], [0.63, -2.65, -1.55], [1.30, -2.25, -2.74], [0.38, 0.93, 0.07], [-1.27, 1.33, -0.26], [-0.44, -0.50, 1.78], [-1.86, 2.04, 1.87], [-0.22, 1.83, 2.43], [-1.55, 1.00, 3.26], [-1.67, -1.07, -0.82], [0.36, 0.43, -2.51], [-1.38, 0.73, -2.51], [-0.72, -0.79, -3.10], [1.20, -1.17, -0.30], [-0.30, -3.12, -1.88], [1.25, -3.39, -1.04], [2.13, -1.22, 1.99], [0.75, -1.55, 2.63], [1.67, -1.67, 2.76], [-4.08, 0.44, -0.35], [-3.34, 0.93, -1.58], [-4.18, 1.04, -1.12], [-0.16, -2.69, 0.98], [-1.50, -2.50, 1.74], [-0.62, -2.90, 1.82], [2.55, 2.37, -0.39], [2.10, 2.08, 1.51], [2.85, 1.90, 0.94], [-3.80, 2.68, -0.26], [-2.66, 3.65, -0.56], [-3.34, 3.48, 0.07], [3.11, 3.25, -1.58], [2.74, 0.57, -2.08], [2.34, 2.69, -1.38], [0.47, -4.43, 2.25], [1.62, -3.51, 2.71], [1.37, -4.48, 2.60], [2.99, -0.43, -0.99], [1.96, -1.55, -2.51], [3.05, -0.32, -1.96], [0.87, 3.63, -1.36], [0.05, 4.43, -2.39], [0.10, 4.23, -1.45], [3.77, -0.75, 0.85], [2.88, 0.76, 0.81], [2.84, -0.51, 0.68], [-3.80, -1.60, 0.84], [-2.83, -0.44, 1.23], [-3.77, -0.67, 0.99]],
  "charge": -1
}



#ii
{
  "formula": "C5H35N2O12",
  "method": "ωB97M-V/def2-TZVPD",
  "species": ["N", "C", "C", "C", "O", "C", "N", "C", "H", "H", "H", "H", "H", "H", "H", "H", "H", "H", "H", "H", "H", "H", "H", "O", "H", "H", "O", "H", "H", "O", "H", "H", "O", "H", "H", "O", "H", "H", "O", "H", "H", "O", "H", "H", "O", "H", "H", "O", "H", "H", "O", "H", "H", "O"],
  "xyz": [[2.15, 1.84, -0.26], [1.91, 0.72, 0.67], [1.25, -0.50, 0.00], [2.11, -1.19, -1.04], [2.31, -0.48, -2.26], [1.03, 1.28, 1.81], [0.78, 0.36, 2.93], [-0.53, -0.30, 2.91], [3.12, 1.86, -0.53], [1.62, 1.75, -1.11], [2.89, 0.45, 1.09], [0.28, -0.19, -0.41], [0.92, -1.22, 0.75], [1.73, -2.18, -1.31], [3.14, -1.34, -0.66], [1.60, 2.12, 2.22], [0.11, 1.65, 1.36], [1.51, -0.35, 2.97], [-0.73, -0.90, 2.02], [-1.28, 0.48, 3.02], [-0.63, -0.93, 3.79], [-1.19, -4.07, -0.42], [-1.63, -5.30, 0.44], [-0.90, -4.69, 0.30], [-2.25, 0.34, -4.01], [-0.75, 0.20, -3.23], [-1.73, -0.31, -3.50], [-2.41, -2.26, -1.47], [-1.33, -2.91, -2.37], [-1.97, -3.13, -1.68], [3.87, 0.34, -2.00], [5.29, 0.00, -2.50], [4.82, 0.63, -1.95], [-2.35, 2.39, -0.99], [-3.06, 1.00, -0.67], [-3.10, 1.97, -0.50], [1.04, -3.40, 2.39], [-0.26, -4.12, 1.88], [0.21, -3.77, 2.69], [0.52, 1.51, 4.45], [1.04, 2.93, 4.66], [0.41, 2.30, 5.02], [-3.94, -0.72, -1.75], [-2.43, -0.49, -2.25], [-3.03, -0.66, -1.39], [-0.16, 3.07, -1.02], [-0.46, 2.25, -2.29], [-0.82, 2.98, -1.72], [1.53, 0.11, -2.57], [0.61, 1.25, -3.95], [0.33, 1.01, -3.06], [-3.43, 2.80, 2.59], [-3.70, 2.73, 1.03], [-4.04, 3.10, 1.88]],
  "charge": -1
}



Of them, the most stable is #i and the least stable is #ii.